An isolated molecule of C5H9NS in a non-equilibrium geometry, computed with wB97M-V/def2-TZVPD.

The geometry in XYZ format:
```
16
Properties=species:S:1:pos:R:3:lowdin_charge:R:1
C 1.960 0.483 1.999 -0.085
C 1.067 0.191 0.818 -0.384
C -0.439 0.245 1.121 -0.144
C -0.531 -0.940 0.119 -0.419
C -0.669 -0.467 -1.261 -0.747
H 1.938 -0.228 2.778 0.054
H 2.972 0.511 1.604 0.064
H 1.898 1.476 2.537 0.099
H 1.349 0.918 -0.037 0.155
H -0.605 -0.037 2.254 0.146
H -1.054 1.163 0.998 0.086
H -1.140 -1.841 0.454 0.158
H 1.430 -1.721 -0.204 0.092
H -0.244 -1.106 -2.128 0.083
N 0.855 -1.282 0.484 0.031
S -1.304 0.798 -1.776 0.811
```

Results
- E_HOMO: -8.6 eV
- Energy: -17653.5834 eV
- Energy relative to the best compared isomer or geometry (same formula, charge and spin): 251.8 kJ/mol
- Gap between HOMO and LUMO: 0.3154 Eh
- Charge: 0
- SMILES: C[C@@H]1C[C@@H](C=S)N1